This record from the OMol25 dataset describes an isolated molecule of C6H14N2. The level of theory is the ωB97M-V functional and the def2-TZVPD basis.

```
22
Properties=species:S:1:pos:R:3:forces:R:3
C -1.176098 1.571143 -1.602918 -0.606 1.251 -0.071
C -0.117823 0.930991 -1.101756 0.016 0.085 -0.155
C -0.201243 -0.527659 -0.719623 -0.158 0.765 0.526
C -0.670690 -0.812527 0.710790 -0.654 -0.871 -0.040
C -1.292129 -2.245357 0.807945 -0.225 0.618 0.272
N 0.366969 -0.565697 1.692249 0.013 0.142 0.645
N 1.127320 1.544417 -1.070975 -0.213 0.114 -0.379
C 2.070663 1.423443 0.002567 0.873 0.545 0.267
H -1.190691 2.660040 -1.772610 0.443 -0.539 0.014
H -2.139357 1.144186 -1.825933 0.045 -0.604 0.131
H 0.768363 -0.958842 -0.888456 0.493 -0.562 -0.112
H -0.923710 -0.978488 -1.380485 -0.122 -0.219 -0.322
H -1.493055 -0.134516 0.942454 0.148 0.266 -0.120
H -0.763910 -2.885138 1.496364 0.591 -0.245 0.064
H -2.282020 -2.174175 1.254641 -0.251 0.009 -0.176
H -1.382838 -2.736385 -0.152087 0.003 -0.151 -0.183
H 0.000109 -0.678289 2.635523 0.048 0.051 -0.222
H 1.127699 -1.227592 1.605356 0.038 -0.148 -0.121
H 1.150437 2.406541 -1.585998 -0.009 0.110 0.077
H 3.025150 0.995662 -0.318656 -0.065 -0.231 -0.060
H 1.651418 0.861704 0.812005 -0.109 -0.440 0.254
H 2.345436 2.386538 0.459604 -0.297 0.056 -0.290
```
Positions in Å, forces in eV/Å.

For the energy above the lowest of the compared OMol25 structures with the same formula, charge and spin, the calculation gives 1.238 eV. Its SMILES is C=C(C[C@@H](C)N)NC. For the orbital gap, the calculation gives 8.73 eV. The value obtained for the HOMO energy is -7.65 eV. For the calculated total energy, the calculation gives -346.4817 Ha.